Model a:
Entry from OMol25: C3H3FN2O as an isolated structure (ωB97M-V/def2-TZVPD).

Each line ends with the Löwdin charge.
Cartesian coordinates (Å):
C1 -0.0578 0.4102 -0.0727  -0.43
C2 -0.9057 -0.6190 -0.4735  -0.03
C3 1.0708 -1.2132 0.3646  -0.32
H1 -1.2027 2.0038 0.3922  0.05
H2 0.5271 2.5349 -0.0408  0.23
H3 -1.9044 -0.7063 -0.7088  0.10
N1 -0.3917 1.6977 -0.0461  0.07
N2 1.1776 -0.0363 0.3555  0.23
O1 -0.2322 -1.7450 -0.0989  0.03
F1 1.9190 -2.3268 0.3285  0.08

Output
highest occupied orbital energy: -8.20 eV
gap between HOMO and LUMO: 9.02 eV
E_LUMO: 0.8 eV

Model b:
Entry from OMol25: an isolated molecule of C3H3FN2O (ωB97M-V/def2-TZVPD).

Each line ends with the Löwdin charge.
Cartesian coordinates (Å):
H1 -0.0884 1.6507 -0.8445  0.04
N1 0.4148 0.7906 -0.7636  0.13
C1 -0.2291 0.0870 0.0680  -0.21
C2 0.1152 -1.3008 0.3594  -0.17
C3 -0.8934 -2.3216 0.5392  -0.34
O1 -1.6658 -3.1091 0.1015  0.18
N2 -0.3378 -1.7002 1.6935  0.07
F1 0.6106 -2.5288 2.3361  -0.03
H2 -0.9454 0.3554 0.8697  0.14
H3 1.0737 -1.8084 -0.0011  0.20

Output
highest occupied orbital energy: -10.31 eV
gap between HOMO and LUMO: 10.15 eV
E_LUMO: -0.2 eV

Pick the least stable structure from those above. Pick: model b